{"formula": "C10H14N", "method": "wB97M-V/def2-TZVPD", "largest_force_ev_per_a": 5.0, "lumo_ev": -5.0251, "gap_ev": 7.434, "total_charge": 1, "elements": ["N", "C", "C", "C", "C", "C", "C", "C", "C", "C", "C", "H", "H", "H", "H", "H", "H", "H", "H", "H", "H", "H", "H", "H", "H"], "xyz": [[-2.43376, 2.01651, -0.09294], [-3.07240, -0.35592, -0.55193], [0.71071, -0.28450, 1.11400], [-2.56969, 0.86873, -0.24774], [-1.16828, -1.62413, 0.37032], [3.11852, -0.21121, 0.41189], [-0.22561, -0.48226, 0.16598], [-2.45592, -1.52071, -0.27390], [1.29089, 1.30592, -0.56216], [1.81204, 0.62601, 0.68637], [0.17775, 0.30926, -1.02927], [-0.66550, 0.79855, -1.60561], [-3.92956, -0.31938, -1.19377], [3.79364, 0.17846, -0.37414], [2.85269, -1.21271, 0.01528], [-1.19676, -1.75837, 1.47068], [3.73161, -0.31626, 1.24798], [0.85095, -0.38025, -1.64362], [1.99574, 1.35678, 1.53880], [0.70163, 2.35312, -0.21725], [0.64727, -0.76987, 2.12427], [1.96899, 1.63034, -1.33645], [-3.03896, -2.49578, -0.28249], [-0.72563, -2.62918, 0.07912], [-2.17036, 2.91684, 0.18658]], "forces_ev_per_a": [[-0.307, -3.347, -0.351], [-0.045, -1.881, -1.086], [-1.014, -0.237, 0.762], [0.364, 3.985, 0.370], [1.534, -1.016, -0.007], [-1.036, -0.143, -2.039], [1.660, 0.125, 1.720], [-1.828, -1.372, 1.565], [-3.878, 2.704, 1.536], [1.900, 0.601, 1.474], [1.139, -0.173, -2.409], [1.346, -0.817, 0.158], [-0.760, 0.046, 0.147], [-0.614, 0.417, 0.329], [0.046, 0.355, 0.439], [-0.719, -0.040, -0.382], [0.726, -0.337, 1.629], [-1.638, 0.470, -0.174], [0.139, -0.715, -1.171], [1.534, -2.493, -0.782], [0.417, 0.425, -1.089], [0.313, -0.312, -0.054], [0.637, 1.415, -0.833], [-0.247, 1.110, -0.092], [0.330, 1.230, 0.341]], "lowdin_charge": [0.395, -0.035, -0.023, -0.038, -0.147, -0.036, -0.280, 0.006, -0.148, -0.352, -0.160, 0.111, 0.143, 0.088, 0.090, 0.154, 0.049, 0.150, 0.154, 0.155, 0.148, 0.105, 0.168, 0.165, 0.136]}



{"formula": "C10H14N2O", "method": "wB97M-V/def2-TZVPD", "largest_force_ev_per_a": 5.1, "lumo_ev": 0.2461, "gap_ev": 8.994, "total_charge": 0, "elements": ["O", "N", "N", "C", "C", "C", "C", "C", "C", "C", "C", "C", "C", "H", "H", "H", "H", "H", "H", "H", "H", "H", "H", "H", "H", "H", "H"], "xyz": [[0.54437, 0.90218, 2.40669], [-0.22351, 0.86235, -2.06677], [0.53288, 2.08887, 1.65722], [1.88177, 2.62947, 1.18874], [-1.37755, -0.69794, 0.94970], [-0.86295, 0.64638, -1.03023], [-0.09616, -1.70738, -0.93834], [-1.09442, -1.88039, 1.69764], [0.26249, -1.56602, -2.34895], [-0.27204, -2.85123, 1.19315], [-0.87117, -0.62326, -0.37465], [0.61259, -0.12090, -2.64863], [0.23674, -2.80530, -0.10994], [-0.54986, -1.92854, -3.07197], [2.59981, 2.29199, 2.04960], [1.65893, 3.62046, 0.99027], [0.66917, 0.13729, 1.90419], [-1.34410, -1.82142, 2.79743], [0.77882, -3.64548, -0.56909], [1.17291, -2.19287, -2.56090], [-0.23230, 2.02713, 0.85273], [1.76696, -0.00980, -2.39933], [0.58419, -0.03448, -3.72694], [2.23024, 2.12694, 0.30828], [-1.56132, 1.48504, -0.74118], [-1.83228, 0.18461, 1.44352], [-0.10290, -3.69392, 1.82890]], "forces_ev_per_a": [[-0.034, 2.188, 1.776], [1.460, 1.929, -1.803], [-1.425, 0.804, -2.126], [-0.720, -4.394, 2.562], [0.923, -1.052, -0.528], [-2.360, 0.791, -0.145], [-1.228, -0.081, 2.425], [-0.487, 2.602, 1.180], [0.622, -1.255, -1.648], [-0.100, -0.487, -0.429], [0.422, -1.680, 2.511], [2.577, -1.043, -0.373], [-0.893, 0.770, -1.209], [0.805, 0.408, 1.189], [-1.197, 1.501, -1.497], [0.345, 2.141, 0.021], [0.519, -1.797, -1.916], [0.054, -0.569, -1.413], [-0.101, 0.440, 0.483], [-0.915, 0.425, 0.007], [2.441, -0.027, 2.118], [-2.272, 0.431, -0.078], [0.025, 0.448, -0.281], [0.289, -0.272, -0.754], [0.657, -0.976, 0.294], [0.149, -0.775, -0.524], [0.443, -0.468, 0.158]], "lowdin_charge": [-0.101, 0.049, -0.179, -0.074, -0.035, -0.189, -0.172, -0.094, -0.170, -0.100, -0.156, -0.244, -0.014, 0.148, 0.118, 0.041, 0.024, 0.128, 0.117, 0.128, 0.115, 0.158, 0.101, 0.042, 0.139, 0.123, 0.097]}



no.,HOMO level (hartree)
1,-0.4579
2,-0.3215